129
Properties=species:S:1:pos:R:3 method="wB97M-V/def2-TZVPD" smiles="C[C@@H](I)CN1C(=O)c2cccc(P(=O)(O)O)c2C1=O.CCO.CCO.CCO.CCO.CCO.CCO.CCO.CCO.CCO.CCO.CCO" orbital_gap_ev=8.772 energy_ha=-3201.20525 lumo_energy_ev=-0.13
C -0.661 -3.538 2.890
C -0.522 -2.066 3.288
I -0.776 -1.843 5.410
C 0.783 -1.448 2.843
N 0.800 0.011 2.999
C -0.015 0.690 2.046
O -1.186 0.898 2.130
C 0.903 1.129 0.944
C 0.609 1.527 -0.345
C 1.672 1.874 -1.167
C 2.977 1.784 -0.704
C 3.278 1.378 0.599
P 5.015 1.302 1.070
O 5.618 2.630 1.184
O 5.143 0.354 2.318
O 5.716 0.463 -0.126
C 2.202 1.068 1.429
C 2.095 0.650 2.874
O 2.813 0.876 3.786
H 0.006 -3.811 2.073
H -1.669 -3.684 2.510
H -0.544 -4.223 3.717
H -1.352 -1.518 2.858
H 0.926 -1.693 1.781
H 1.609 -1.878 3.406
H -0.415 1.559 -0.687
H 1.450 2.211 -2.167
H 3.778 2.059 -1.378
H 6.036 -0.034 2.354
H 5.055 0.133 -0.746
C -2.877 3.450 3.825
C -3.319 3.601 2.382
O -4.336 4.591 2.234
H -3.728 3.185 4.454
H -2.115 2.676 3.921
H -2.468 4.390 4.204
H -3.739 2.668 2.012
H -2.465 3.862 1.745
H -3.979 5.428 2.545
C 7.095 -3.481 4.156
C 7.772 -2.258 3.568
O 7.029 -1.066 3.829
H 6.088 -3.589 3.751
H 7.661 -4.386 3.935
H 7.004 -3.388 5.241
H 7.846 -2.344 2.485
H 8.784 -2.150 3.971
H 6.958 -0.959 4.782
C 1.587 -0.779 -5.431
C 2.160 -0.705 -4.031
O 1.134 -0.819 -3.046
H 0.852 0.009 -5.587
H 2.368 -0.680 -6.186
H 1.077 -1.735 -5.578
H 2.649 0.257 -3.867
H 2.902 -1.496 -3.869
H 0.708 -1.674 -3.172
C 0.135 3.851 -5.998
C 1.017 2.904 -6.787
O 0.377 1.647 -6.991
H -0.124 3.410 -5.034
H 0.635 4.805 -5.822
H -0.793 4.040 -6.534
H 1.942 2.695 -6.249
H 1.277 3.345 -7.756
H -0.441 1.806 -7.475
C -1.757 7.925 -7.077
C -0.906 6.958 -7.878
O -1.579 5.718 -8.102
H -2.028 7.485 -6.117
H -1.224 8.859 -6.897
H -2.684 8.155 -7.608
H 0.008 6.715 -7.339
H -0.628 7.397 -8.841
H -2.384 5.907 -8.594
C -1.755 -4.636 -5.951
C -0.268 -4.736 -5.665
O 0.012 -4.460 -4.290
H -2.123 -3.641 -5.698
H -1.967 -4.831 -7.003
H -2.313 -5.356 -5.348
H 0.283 -4.003 -6.252
H 0.108 -5.732 -5.918
H -0.469 -5.108 -3.766
C -3.684 -6.766 1.672
C -2.217 -6.818 2.060
O -1.992 -6.284 3.362
H -4.050 -5.740 1.703
H -3.836 -7.162 0.666
H -4.291 -7.348 2.368
H -1.618 -6.219 1.375
H -1.848 -7.849 2.021
H -2.502 -6.809 3.988
C -4.865 3.884 -5.031
C -3.601 3.046 -5.090
O -3.235 2.731 -6.431
H -5.691 3.360 -5.514
H -5.143 4.101 -3.999
H -4.723 4.832 -5.555
H -3.748 2.094 -4.581
H -2.774 3.570 -4.600
H -3.083 3.563 -6.892
C 1.795 5.579 0.901
C 0.627 5.977 0.017
O 0.146 4.873 -0.745
H 2.610 5.175 0.298
H 2.171 6.432 1.467
H 1.496 4.802 1.609
H 0.929 6.738 -0.701
H -0.189 6.386 0.623
H -0.132 4.194 -0.122
C -4.176 -4.080 5.906
C -4.689 -4.541 4.558
O -5.223 -5.867 4.608
H -3.407 -4.762 6.271
H -3.747 -3.080 5.833
H -4.978 -4.062 6.649
H -3.876 -4.571 3.835
H -5.457 -3.854 4.183
H -5.952 -5.866 5.236
C 1.323 -3.563 10.324
C 0.849 -3.607 8.883
O -0.176 -2.651 8.632
H 0.490 -3.744 11.003
H 2.094 -4.314 10.506
H 1.737 -2.581 10.564
H 0.422 -4.581 8.650
H 1.686 -3.430 8.199
H 0.183 -1.777 8.816

=====

5
Properties=species:S:1:pos:R:3 method="wB97M-V/def2-TZVPD" s_squared=12.02 orbital_gap_ev="9.414 / 8.945" energy_ha=-1073.63021 lumo_energy_ev="-9.72 / -10.23" total_charge=+2 multiplicity=7
C -1.483 0.984 -0.137
C -0.553 -0.550 -0.093
O -1.869 -0.332 -0.030
C 0.617 -0.116 0.078
Dy 3.289 0.015 0.182

=====

92
Properties=species:S:1:pos:R:3 method="wB97M-V/def2-TZVPD" e_above_lowest_kcal_mol=7.6 orbital_gap_ev="6.796 / 6.797" energy_ha=-3243.41336 lumo_energy_ev="2.22 / 2.22" total_charge=-1
K -0.347 1.441 0.396
C -3.668 2.068 2.369
O -2.400 1.458 2.408
C -2.244 0.331 3.171
C -3.253 -0.513 3.547
C -3.084 -1.519 4.489
C -1.809 -1.746 4.993
C -0.763 -0.998 4.547
C -0.878 0.070 3.649
N 0.119 0.960 3.186
N 1.278 0.676 3.549
C 2.357 1.440 3.249
C 2.417 2.502 2.306
O 1.365 2.891 1.750
C 3.745 3.011 1.956
C 4.834 2.560 2.581
C 4.763 1.684 3.700
C 5.923 1.308 4.330
C 5.913 0.347 5.326
C 4.651 -0.250 5.639
C 3.486 0.187 4.995
C 3.508 1.112 3.968
H -4.494 1.389 1.980
H -3.657 2.728 1.532
H -3.842 2.623 3.318
H -4.242 -0.434 3.108
H -4.017 -2.051 4.667
H -1.637 -2.515 5.738
H 0.231 -1.142 4.916
H 3.795 3.783 1.192
H 5.764 3.051 2.393
H 6.774 1.916 4.041
H 6.781 0.021 5.743
H 4.599 -1.124 6.368
H 2.513 -0.276 5.252
C -1.360 3.674 -3.408
N -0.276 3.902 -2.466
C 1.037 3.601 -2.782
C 1.771 3.677 -1.637
N 0.880 3.958 -0.594
C -0.385 4.132 -1.091
S -1.844 4.510 -0.256
H -0.944 3.365 -4.357
H -1.914 4.607 -3.630
H -2.035 2.871 -3.071
H 1.324 3.407 -3.779
H 2.808 3.603 -1.350
H 1.096 3.863 0.399
C -4.387 -2.782 -2.371
C -3.433 -1.639 -2.882
C -4.198 -0.329 -2.942
C -2.869 -1.991 -4.255
O -2.360 -1.525 -1.982
Si -0.987 -0.700 -2.117
O -1.114 0.867 -2.119
O -0.211 -1.235 -0.768
C -0.109 -2.309 0.103
C 1.267 -2.215 0.799
C -1.186 -2.261 1.169
C -0.327 -3.616 -0.644
O -0.219 -1.351 -3.442
C 1.187 -1.143 -3.870
C 1.755 0.190 -3.432
C 2.016 -2.290 -3.250
C 1.101 -1.287 -5.390
H -5.110 -2.950 -3.141
H -4.939 -2.540 -1.487
H -3.770 -3.693 -2.157
H -4.904 -0.243 -3.797
H -3.457 0.489 -2.919
H -4.750 -0.109 -2.088
H -3.666 -2.286 -4.992
H -2.219 -2.847 -4.073
H -2.299 -1.148 -4.696
H 1.297 -1.218 1.286
H 2.084 -2.375 0.133
H 1.267 -2.969 1.582
H -1.193 -1.252 1.601
H -0.998 -2.978 1.991
H -2.189 -2.425 0.845
H 0.330 -3.665 -1.538
H -1.393 -3.670 -1.148
H -0.221 -4.539 -0.112
H 1.984 0.055 -2.363
H 1.060 1.023 -3.521
H 2.739 0.413 -3.893
H 1.973 -2.171 -2.201
H 3.039 -2.141 -3.466
H 1.633 -3.290 -3.572
H 0.436 -0.539 -5.749
H 0.673 -2.256 -5.532
H 2.028 -1.225 -5.929

=====

84
Properties=species:S:1:pos:R:3 method="wB97M-V/def2-TZVPD" e_above_lowest_kcal_mol=108.8 orbital_gap_ev=2.971 energy_ha=-1560.99351 lumo_energy_ev=-4.14
C 31.564 7.458 32.488
C 30.081 7.758 32.347
C 29.423 6.533 32.968
C 28.129 6.724 33.669
C 28.248 7.733 34.848
C 28.619 9.047 34.211
N 29.663 8.942 33.138
O 30.145 10.101 32.931
C 29.269 9.868 35.421
C 27.452 9.835 33.646
C 29.788 7.924 30.806
H 32.182 8.579 32.131
H 31.959 6.672 31.877
H 31.798 7.510 33.534
H 30.018 6.044 33.831
H 29.500 5.684 32.265
H 27.882 5.752 34.243
H 27.328 7.102 33.132
H 28.896 7.441 35.487
H 27.455 7.976 35.471
H 28.742 9.616 36.439
H 29.208 10.861 35.383
H 30.324 9.560 35.810
H 26.776 9.923 34.478
H 27.186 9.522 32.689
H 27.595 11.034 33.477
H 30.077 8.768 30.344
H 28.895 8.182 30.530
H 29.958 7.137 30.328
B 31.890 6.355 36.791
H 31.777 7.548 36.137
H 33.147 6.347 36.810
H 31.417 6.182 38.035
H 31.414 5.558 36.224
N 27.146 4.427 36.988
C 25.810 4.475 37.236
C 25.625 5.520 38.359
C 26.985 6.098 38.448
C 27.796 5.435 37.513
H 27.522 3.695 36.420
H 24.988 3.744 36.996
H 24.815 5.717 38.935
H 27.394 6.891 39.020
H 28.989 5.487 37.229
N 31.693 3.092 37.832
C 32.202 1.879 37.398
C 31.591 0.809 38.220
C 30.652 1.480 39.224
C 30.818 3.046 38.931
H 31.782 3.987 37.413
H 33.094 1.913 36.658
H 31.677 -0.288 38.103
H 30.026 0.890 39.929
H 30.322 3.863 39.476
N 33.699 8.694 38.755
C 35.051 8.897 39.308
C 35.231 10.134 40.037
C 33.762 10.756 39.847
C 32.868 9.779 39.043
H 33.283 7.738 38.257
H 35.751 7.830 39.209
H 36.006 10.553 40.618
H 33.501 11.801 39.997
H 31.873 9.984 38.854
N 35.123 7.786 33.287
C 34.561 6.594 33.543
C 34.915 5.716 32.171
C 35.811 6.575 31.405
C 35.680 7.956 32.014
H 35.023 8.711 34.024
H 33.954 6.248 34.506
H 34.813 4.550 31.857
H 36.539 6.257 30.811
H 35.900 8.892 31.666
N 30.646 7.571 42.495
C 29.311 7.504 42.995
C 28.455 7.594 41.805
C 29.305 7.981 40.638
C 30.715 7.719 41.099
H 31.539 7.741 43.031
H 29.165 7.109 43.864
H 27.273 7.524 41.843
H 28.930 8.297 39.640
H 31.608 7.535 40.554

=====

75
Properties=species:S:1:pos:R:3 method="wB97M-V/def2-TZVPD" s_squared=0.77 orbital_gap_ev="6.259 / 1.842" energy_ha=-5079.73195 lumo_energy_ev="-4.88 / -9.29" total_charge=+1 multiplicity=2
N 22.117 -15.375 15.150
C 22.884 -14.918 14.139
C 23.963 -14.133 14.378
C 24.406 -13.906 15.722
C 23.681 -14.433 16.762
C 22.528 -15.178 16.400
H 22.514 -15.073 13.136
H 24.482 -13.624 13.579
H 25.255 -13.284 15.962
H 24.080 -14.207 17.740
H 21.898 -15.542 17.198
N 22.593 -3.908 16.681
C 22.052 -4.692 15.771
C 21.961 -6.071 15.862
C 22.590 -6.681 16.931
C 23.212 -5.903 17.929
C 23.190 -4.525 17.718
H 21.588 -4.185 14.938
H 21.448 -6.668 15.122
H 22.615 -7.756 17.030
H 23.692 -6.422 18.745
H 23.687 -3.812 18.360
N 32.995 -11.327 16.600
C 32.885 -12.060 17.714
C 31.879 -11.798 18.677
C 30.992 -10.749 18.475
C 31.175 -9.885 17.376
C 32.219 -10.227 16.503
H 33.568 -12.892 17.799
H 31.913 -12.393 19.577
H 30.157 -10.715 19.159
H 30.485 -9.064 17.249
H 32.309 -9.675 15.579
N 27.076 -4.397 12.635
C 26.024 -5.297 12.670
C 25.329 -5.541 13.845
C 25.737 -5.047 15.070
C 26.834 -4.211 15.028
C 27.454 -3.890 13.804
H 25.739 -5.758 11.736
H 24.493 -6.224 13.857
H 25.368 -5.360 16.035
H 27.294 -3.868 15.943
H 28.334 -3.295 13.612
N 26.577 -10.998 15.042
C 25.461 -10.271 14.872
C 25.174 -9.075 15.461
C 26.137 -8.451 16.253
C 27.326 -9.216 16.532
C 27.535 -10.487 15.920
H 24.707 -10.745 14.261
H 24.334 -8.468 15.155
H 25.968 -7.461 16.650
H 28.094 -8.895 17.221
H 28.388 -11.141 16.022
C 26.878 -8.346 20.163
Cl 28.553 -8.890 20.374
Cl 26.484 -7.086 21.327
H 26.700 -8.057 19.128
H 26.293 -9.245 20.357
C 28.550 -4.946 18.710
Cl 29.582 -5.139 17.209
Cl 26.809 -5.190 18.417
H 28.957 -5.590 19.490
H 28.716 -3.938 19.091
C 26.771 -12.361 11.686
Cl 25.280 -13.129 11.005
Cl 28.221 -13.054 11.035
H 26.771 -11.312 11.391
H 26.816 -12.506 12.766
C 22.520 -8.512 11.014
Cl 23.071 -9.912 11.996
Cl 21.912 -7.090 11.929
H 23.323 -8.119 10.390
H 21.738 -8.841 10.329

=====

17
Properties=species:S:1:pos:R:3 method="wB97M-V/def2-TZVPD" smiles="[H]/N=C(/C)OO.CC=O" e_above_lowest_kcal_mol=150.9 orbital_gap_ev=9.800 energy_ha=-438.08855 lumo_energy_ev=0.72
C -2.371 -0.657 -0.033
C -1.267 -0.337 0.943
O 1.454 -0.910 0.343
O 1.372 -1.907 -0.698
O -1.225 0.219 2.001
H 2.283 -2.225 -0.744
H -1.861 -0.674 -1.004
H -3.069 0.175 -0.088
H -2.716 -1.685 0.044
C 1.287 1.628 0.628
C 1.101 0.576 -0.402
N 0.819 0.661 -1.603
H 0.714 -0.186 -2.153
H -0.468 -0.337 0.073
H 0.657 1.436 1.495
H 2.327 1.628 0.950
H 0.964 2.596 0.249